Record 1
Computed, not measured: a 2-piece molecular cluster, C2H14OSi4 overall in a non-equilibrium geometry, with ωB97M-V/def2-TZVPD.

Its energy relative to the best compared isomer or geometry (same formula, charge and spin) is 39.3 kcal/mol. As for the multiplicity: 1. The value obtained for the orbital gap is 7.4 eV. As for the calculated total energy: -35855.17996 eV.

The geometry in XYZ format:
```
21
Properties=species:S:1:pos:R:3:lowdin_charge:R:1
C -0.848 1.975 -2.816 -0.081
C -1.142 2.011 -1.336 -0.363
O -0.400 1.057 -0.613 -0.443
Si 2.443 -1.603 2.204 0.317
Si -1.590 -2.439 1.023 0.365
Si 0.927 1.174 0.337 0.533
Si 0.660 -1.887 0.752 0.263
H -1.343 2.774 -3.403 0.082
H 0.267 2.022 -2.785 0.080
H -1.122 0.933 -3.236 0.105
H -2.174 1.872 -1.099 0.106
H -0.958 2.981 -0.960 0.090
H 2.046 -0.407 2.757 -0.187
H 3.802 -1.652 1.479 -0.084
H 2.525 -2.554 3.444 -0.103
H -2.081 -3.747 1.609 -0.123
H -2.283 -1.622 2.058 -0.123
H -2.359 -2.509 -0.185 -0.137
H 2.328 1.838 -0.055 -0.069
H 0.474 2.121 1.435 -0.068
H 0.829 -2.339 -0.608 -0.161
```


Record 2
Computed, not measured: a 5-piece molecular cluster, C2H15N2O3 overall in a non-equilibrium geometry, with ωB97M-V/def2-TZVPD.

Its energy relative to the best compared isomer or geometry (same formula, charge and spin) is 199.8 kcal/mol. As for the multiplicity: 1. As for the net charge: +1. The value obtained for the orbital gap is 4.6 eV. As for the calculated total energy: -11425.92225 eV.

The geometry in XYZ format:
```
22
Properties=species:S:1:pos:R:3:lowdin_charge:R:1
C -1.630 0.545 1.053 -0.173
N -0.352 0.405 1.806 0.166
C -2.359 -0.637 0.278 -0.188
N -3.639 -0.058 -0.135 0.091
H -2.354 1.042 1.727 0.135
H -1.493 1.216 0.234 0.087
H 0.350 -0.017 1.184 0.065
H -0.499 -0.177 2.538 0.053
H -1.837 -0.924 -0.648 0.087
H -2.578 -1.552 0.816 0.123
H -1.447 0.181 -2.015 0.297
H -4.520 -0.519 0.116 0.127
H -3.649 0.247 -1.136 0.117
H 3.115 -0.333 0.231 0.038
H 1.963 -0.147 -0.778 -0.048
O 2.126 -0.276 0.139 -0.072
H 5.857 0.231 -0.043 0.107
H 5.478 -0.907 0.971 0.022
O 5.121 -0.397 0.273 -0.059
H 1.270 1.090 -2.801 0.126
H 0.040 0.283 -1.932 0.022
O 1.037 0.704 -1.877 -0.123
```


Record 3
Computed, not measured: a 5-piece molecular cluster, C2H15N2O4 overall in a non-equilibrium geometry, with ωB97M-V/def2-TZVPD.

Its energy relative to the best compared isomer or geometry (same formula, charge and spin) is 0.9 kcal/mol. As for the multiplicity: 1. As for the net charge: +1. The value obtained for the orbital gap is 11.2 eV. As for the calculated total energy: -13482.44478 eV.

The geometry in XYZ format:
```
23
Properties=species:S:1:pos:R:3:lowdin_charge:R:1
C -0.687 1.852 -2.102 -0.022
N -0.976 1.020 -0.926 0.024
C -0.052 0.265 -0.392 -0.157
N -0.290 -0.214 0.823 0.174
H -1.278 2.760 -2.023 0.094
H -0.938 1.388 -3.051 0.093
H 0.353 2.160 -2.032 0.084
H -1.860 1.172 -0.457 0.115
H 0.890 0.092 -0.874 0.110
H -1.248 -0.210 1.158 0.094
H 0.181 -1.060 1.153 0.063
H -3.849 0.926 1.235 0.075
H -3.957 -0.155 0.238 0.067
O -3.288 0.311 0.744 -0.036
H 0.606 -2.782 2.749 0.085
H 1.729 -1.842 3.140 0.085
O 1.230 -2.148 2.372 -0.043
H 2.914 1.248 0.406 0.055
H 3.251 1.164 -1.103 0.063
O 2.551 1.365 -0.474 -0.044
H 1.493 -2.831 -0.896 0.063
H 1.764 -2.385 0.590 0.017
O 1.461 -2.095 -0.280 -0.057
```


Record 4
Computed, not measured: a 5-piece molecular cluster, C2H15NO4 overall in a non-equilibrium geometry, with ωB97M-V/def2-TZVPD.

Its energy relative to the best compared isomer or geometry (same formula, charge and spin) is 36.2 kcal/mol. As for the multiplicity: 2. As for the net charge: +1. The value obtained for the orbital gap (spin up / spin down) is 10.1 / 5.0 eV. As for the calculated total energy: -11987.60930 eV.

The geometry in XYZ format:
```
22
Properties=species:S:1:pos:R:3:lowdin_charge:R:1
C 1.950 -2.431 0.423 -0.013
N 1.177 -1.752 -0.651 0.108
C 2.073 -1.117 -1.593 -0.022
H 2.822 -1.880 0.760 0.103
H 2.303 -3.443 0.150 0.142
H 1.318 -2.749 1.251 0.105
H 0.529 -2.486 -0.960 0.172
H 2.601 -1.712 -2.367 0.145
H 1.315 -0.415 -2.021 0.133
H 2.873 -0.630 -1.051 0.098
H -1.898 -1.426 1.473 0.036
H -2.278 -3.059 1.040 0.036
O -1.709 -2.321 1.189 -0.052
H -2.129 0.043 -0.534 0.011
H -2.556 1.509 -0.442 -0.003
O -2.783 0.624 -0.123 -0.070
H 1.179 2.987 1.678 0.063
H 2.098 2.905 0.404 0.046
O 1.257 3.215 0.742 -0.038
H -1.931 3.431 0.446 0.056
H -0.567 3.071 0.049 0.001
O -1.458 3.129 -0.334 -0.058
```


Record 5
Computed, not measured: C2H16N2O4 as an isolated structure in a non-equilibrium geometry, with ωB97M-V/def2-TZVPD.

Its energy relative to the best compared isomer or geometry (same formula, charge and spin) is 207.1 kcal/mol. As for the multiplicity: 1. The value obtained for the orbital gap is 4.4 eV. As for the calculated total energy: -13495.94941 eV.

The geometry in XYZ format:
```
24
Properties=species:S:1:pos:R:3:lowdin_charge:R:1
C 0.074 0.973 -1.301 -0.093
N -0.081 -0.387 -1.759 0.155
C -0.047 -0.994 1.454 -0.115
N -0.292 0.351 1.831 0.153
H 0.710 1.515 -2.013 0.112
H 0.535 1.019 -0.283 0.082
H -0.884 1.492 -1.227 0.075
H 0.787 -0.888 -1.503 0.069
H -0.986 -1.565 1.572 0.113
H 0.725 -1.406 2.098 0.102
H -0.994 0.725 1.182 0.038
H 0.565 0.904 1.860 0.086
H 0.195 -1.145 0.362 0.082
H -2.799 1.737 -0.331 0.043
O -2.504 1.172 0.403 -0.159
H -2.978 -1.485 -0.946 0.003
H -2.417 0.242 -0.071 -0.044
O -2.208 -1.078 -0.535 -0.298
H -0.818 -0.809 -1.169 -0.004
H 3.212 -1.406 -0.661 0.013
O 2.307 -1.163 -0.441 -0.210
H 2.411 -0.126 0.229 -0.050
H 3.169 1.379 0.559 0.026
O 2.319 0.943 0.692 -0.180
```


Record 6
Computed, not measured: a 5-piece molecular cluster, C2H16N2O4 overall in a non-equilibrium geometry, with ωB97M-V/def2-TZVPD.

The structure (SMILES) is NCCN.O.O.O.O. Its energy relative to the best compared isomer or geometry (same formula, charge and spin) is 33.3 kcal/mol. As for the multiplicity: 1. The value obtained for the orbital gap is 10.1 eV. As for the calculated total energy: -13503.48925 eV.

The geometry in XYZ format:
```
24
Properties=species:S:1:pos:R:3:lowdin_charge:R:1
N 0.020 1.356 -1.517 -0.010
C 0.763 2.372 -0.798 -0.280
C 0.824 1.997 0.660 -0.306
N 1.418 0.676 0.987 0.007
H 0.422 0.455 -1.283 0.060
H -0.321 1.475 -2.451 0.091
H 0.260 3.336 -0.990 0.118
H 1.839 2.506 -1.083 0.112
H 1.439 2.719 1.206 0.100
H -0.184 2.097 1.112 0.114
H 1.283 0.649 1.993 0.069
H 2.406 0.759 0.778 0.070
H -0.318 -1.923 -0.736 -0.024
H 0.985 -2.752 -0.881 0.008
O 0.370 -2.191 -1.341 -0.068
H 1.117 -3.547 1.736 0.038
H -0.280 -2.856 1.229 0.014
O 0.687 -2.975 1.102 -0.084
H -1.632 -1.129 0.919 0.041
H -2.394 -2.266 0.100 0.056
O -1.914 -2.068 0.910 -0.082
H -3.119 0.490 -0.436 0.049
H -1.448 0.671 -0.766 -0.004
O -2.222 0.149 -0.449 -0.090
```


Record 7
Computed, not measured: a 5-piece molecular cluster, C2H16NO5 overall in a non-equilibrium geometry, with ωB97M-V/def2-TZVPD.

Its energy relative to the best compared isomer or geometry (same formula, charge and spin) is 4.6 kcal/mol. As for the multiplicity: 1. As for the net charge: +1. The value obtained for the orbital gap is 11.7 eV. As for the calculated total energy: -14055.38956 eV.

The geometry in XYZ format:
```
24
Properties=species:S:1:pos:R:3:lowdin_charge:R:1
C 1.029 0.628 0.812 -0.208
O 0.323 1.768 0.358 -0.104
C 0.841 -0.548 -0.162 -0.106
N -0.623 -0.773 -0.498 0.202
H 0.498 0.385 1.749 0.116
H 2.058 0.872 1.052 0.135
H 0.904 2.540 0.183 0.082
H 1.400 -0.230 -1.044 0.135
H 1.197 -1.466 0.276 0.118
H -1.074 0.159 -0.584 0.113
H -0.913 -1.190 0.395 0.118
H -0.825 -1.412 -1.267 0.135
H -1.277 -2.066 2.786 0.077
H 0.284 -1.921 2.875 0.047
O -0.445 -2.062 2.289 -0.031
H -2.759 2.036 -0.470 0.051
H -1.197 2.007 -0.505 0.014
O -2.016 1.853 -1.041 -0.064
H 3.339 3.259 -0.662 0.049
H 2.167 3.603 -1.580 0.052
O 2.402 3.286 -0.726 0.001
H -1.417 -3.907 -0.760 0.040
H -1.959 -3.501 -2.199 0.044
O -1.939 -3.318 -1.276 -0.015
```


Record 8
Computed, not measured: a 5-piece molecular cluster, C2H16NO5 overall in a non-equilibrium geometry, with ωB97M-V/def2-TZVPD.

Its energy relative to the best compared isomer or geometry (same formula, charge and spin) is 9.4 kcal/mol. As for the multiplicity: 1. As for the net charge: +1. The value obtained for the orbital gap is 11.7 eV. As for the calculated total energy: -14055.17795 eV.

The geometry in XYZ format:
```
24
Properties=species:S:1:pos:R:3:lowdin_charge:R:1
C 1.797 -2.225 -0.672 -0.239
O 2.271 -2.530 0.618 -0.032
C 1.638 -0.716 -0.796 -0.101
N 0.715 -0.237 0.305 0.188
H 0.835 -2.673 -0.894 0.125
H 2.509 -2.572 -1.419 0.135
H 3.170 -2.837 0.559 0.100
H 2.592 -0.277 -0.521 0.134
H 1.288 -0.385 -1.767 0.115
H 0.958 0.706 0.575 0.150
H 0.699 -0.893 1.086 0.153
H -0.248 -0.138 -0.030 0.150
H -3.245 -1.970 0.914 0.049
H -3.839 -0.748 0.278 0.050
O -3.186 -1.008 0.937 -0.047
H -1.239 3.216 1.197 0.029
H -1.510 4.499 2.012 0.056
O -1.019 3.672 2.015 -0.054
H -1.925 0.703 1.941 0.034
H -0.920 1.648 2.586 0.045
O -0.981 0.896 1.975 -0.060
H -0.123 2.067 -3.829 0.045
H -0.114 0.508 -3.808 0.034
O -0.124 1.294 -3.261 -0.059
```